Entry from the OMol25 dataset: a cluster of 2 separate species, C3H9S3 in total (ωB97M-V/def2-TZVPD).

Structure (XYZ):
```
15
Properties=species:S:1:pos:R:3:mulliken_charge:R:1
C 0.0149 -1.0287 -2.8558 -1.09
C 0.0215 -1.1035 -1.3254 -0.27
S 1.6842 -1.2929 -0.6109 -0.71
H 0.1716 -2.0088 -3.3053 0.25
H 0.8293 -0.3976 -3.2058 0.28
H -0.9206 -0.6039 -3.2294 0.35
H -0.5961 -1.9528 -1.0302 0.20
H -0.4581 -0.1945 -0.9488 0.10
C 0.4954 0.4704 2.2565 -0.51
S 0.1495 2.0699 1.4799 -0.04
S -0.9506 3.0097 2.9385 -0.28
H 1.0297 0.6561 3.1847 0.36
H 1.1393 -0.0885 1.5694 -0.02
H -0.4426 -0.0455 2.4238 0.25
H -2.1675 2.5106 2.6586 0.13
```

E_LUMO: 2.70 eV
Energy above the lowest of the compared OMol25 structures with the same formula, charge and spin: 37.0 kJ/mol
Charge: -1
E_tot: -1314.28925 hartree
Max |F|: 0.512 eV Å⁻¹
HOMO level: -2.51 eV
Orbital gap: 5.21 eV